Formula: C3H8O
Source: OMol25
Level of theory: the ωB97M-V functional and the def2-TZVPD basis

The geometry in XYZ format:
```
12
Properties=species:S:1:pos:R:3:forces:R:3
H 0.4449 -1.9322 -1.9271 -0.085 0.059 0.101
C 0.8600 1.2764 1.0173 0.010 0.037 -0.026
H -1.6875 -0.1398 -1.2933 -0.057 0.147 0.080
H -1.7034 0.4417 -0.7832 -0.041 -0.091 -0.107
H 1.5693 0.9815 1.8047 -0.097 0.018 -0.106
C 0.0376 0.1340 0.5289 -0.102 0.069 0.346
O 0.4711 -0.5147 -0.5051 0.274 0.172 -0.114
H 1.4325 1.7073 0.1906 -0.082 -0.059 0.110
C -0.1159 -1.5308 -1.0956 -0.056 -0.402 -0.048
H -0.8049 -2.1337 -0.5122 0.061 0.092 -0.094
H -0.7214 -0.3488 1.1408 0.085 0.075 -0.086
H 0.2176 2.0591 1.4342 0.089 -0.117 -0.057
```
Positions in Å, forces in eV/Å.

Its gap between HOMO and LUMO (alpha / beta) is 0.29866 / 0.30784 Eh. The calculation puts the highest occupied orbital energy (alpha / beta) at -7.195 / -7.347 eV.

Mulliken atomic charge list, values in e, 2 entries: atom 1 (H): 0.226, atom 2 (C): -1.031